Molecular formula: C5H4FO4
Method: DFT, ωB97M-V/def2-TZVPD

LUMO ... 3.372 eV
Max |F| ... 4.18 eV/Å
Energy relative to the best compared isomer or geometry (same formula, charge and spin) ... 45.86 kJ/mol
Frontier orbital gap ... 7.54 eV
Structure (SMILES) ... O=C([O-])C/C=C(\O)C(=O)F
Charge ... -1

XYZ file:
```
14
C5H4FO4 | OMol25 | ωB97M-V/def2-TZVPD
O 2.878 -0.136 -1.326
C 2.397 -0.547 -0.300
O 2.663 -1.561 0.339
C 1.251 0.550 0.487
C 0.070 -0.195 0.603
C -1.069 0.130 -0.198
O -1.102 1.227 -1.061
C -2.376 -0.363 -0.001
O -3.364 0.081 -0.594
F -2.482 -1.357 0.962
H 1.718 0.662 1.428
H 1.289 1.417 -0.152
H 0.197 -1.189 1.041
H -2.070 1.281 -1.229
```

Molecular formula: C12H25FeGeN2O3
Method: DFT, ωB97M-V/def2-TZVPD

LUMO (alpha / beta) ... -5.071 / -5.138 eV
Max |F| ... 2.05 eV/Å
Energy relative to the best compared isomer or geometry (same formula, charge and spin) ... 0.00 kJ/mol
Frontier orbital gap (alpha / beta) ... 7.66 / 7.72 eV
<S²> ... 6.010
Charge ... +1
2S+1 ... 5

XYZ file:
```
44
C12H25FeGeN2O3 | OMol25 | ωB97M-V/def2-TZVPD
Fe -0.081 -3.591 -0.831
N -2.320 -3.364 -0.495
C -2.395 -3.524 0.985
C -1.061 -3.049 1.550
O -0.957 -2.012 2.183
N -0.031 -3.855 1.165
C 1.285 -3.446 1.607
C 1.838 -2.269 0.785
O 2.921 -1.797 0.997
O 0.992 -1.792 -0.167
H -2.596 -2.421 -0.754
H -2.987 -3.992 -0.932
H -2.515 -4.582 1.208
H -3.209 -2.956 1.432
H 1.986 -4.277 1.547
H 1.262 -3.085 2.638
C -2.036 2.950 2.634
C -1.875 1.643 1.862
C -1.410 1.890 0.426
C -0.973 0.605 -0.302
Ge 0.880 0.210 0.266
C 2.501 1.050 -0.504
C 2.577 1.294 -2.006
C 1.485 2.222 -2.539
C 1.804 2.730 -3.942
H -2.310 2.758 3.671
H -2.810 3.571 2.182
H -1.102 3.514 2.631
H -2.826 1.106 1.841
H -1.162 0.995 2.376
H -0.583 2.611 0.441
H -2.217 2.364 -0.136
H -1.027 0.729 -1.384
H -1.603 -0.236 -0.009
H 1.000 0.161 1.781
H 3.320 0.418 -0.165
H 2.573 1.999 0.038
H 2.542 0.343 -2.545
H 3.552 1.741 -2.217
H 1.369 3.073 -1.862
H 0.530 1.687 -2.558
H 2.714 3.331 -3.934
H 0.999 3.354 -4.329
H 1.956 1.900 -4.634
```

Molecular formula: C24H33Br24F3INO5S
Method: DFT, ωB97M-V/def2-TZVPD

LUMO ... -0.181 eV
Max |F| ... 2.13 eV/Å
Frontier orbital gap ... 9.55 eV

XYZ file:
```
92
C24H33Br24F3INO5S | OMol25 | ωB97M-V/def2-TZVPD
C 1.609 -3.159 -0.851
C 1.459 -2.324 0.423
C 0.004 -1.827 0.623
C -0.356 -1.614 2.090
C -0.453 -0.766 -0.423
C -1.794 -1.154 -1.062
I -1.568 -1.426 -3.232
O -2.903 -0.267 -0.927
S -3.011 0.571 0.438
O -3.284 -0.388 1.461
O -3.976 1.577 0.158
C -1.399 1.386 0.785
C -1.432 1.509 2.322
C -0.551 2.540 3.013
F -2.748 1.985 2.578
C -0.249 0.777 -0.094
C -0.450 1.466 -1.490
C -0.126 2.967 -1.737
C 0.834 3.107 -2.936
C 0.372 3.833 -0.561
N 1.185 0.912 0.282
C 2.180 0.943 -0.693
O 3.067 1.734 -0.710
F 2.141 -0.024 -1.598
C 1.797 1.211 1.522
O 2.246 0.401 2.259
F 1.978 2.495 1.790
H 1.733 -2.513 -1.723
H 2.443 -3.855 -0.791
H 0.718 -3.761 -1.049
H 1.637 -2.987 1.273
H 2.187 -1.520 0.471
H -0.557 -2.728 0.350
H 0.055 -0.729 2.567
H 0.059 -2.462 2.643
H -1.434 -1.689 2.237
H 0.252 -0.911 -1.234
H -2.152 -2.135 -0.769
H -1.592 2.390 0.410
H -1.395 0.574 2.871
H -0.280 3.396 2.403
H 0.324 2.051 3.437
H -1.102 2.912 3.875
H -1.497 1.346 -1.767
H 0.071 0.886 -2.253
H -1.030 3.461 -2.102
H 1.021 4.163 -3.117
H 0.381 2.641 -3.814
H 1.788 2.609 -2.759
H 0.289 3.358 0.407
H -0.221 4.744 -0.500
H 1.400 4.164 -0.685
C -5.754 0.242 -4.597
Br -4.846 -1.084 -5.659
Br -4.975 0.416 -2.851
Br -5.825 1.937 -5.515
H -6.773 -0.096 -4.474
C -3.538 1.304 -8.517
Br -2.056 1.345 -7.294
Br -3.814 3.012 -9.357
Br -3.350 -0.107 -9.811
H -4.422 1.087 -7.933
C 5.329 -1.194 -2.793
Br 3.942 -1.437 -4.106
Br 4.950 -2.175 -1.183
Br 7.064 -1.630 -3.501
H 5.342 -0.145 -2.532
C 1.743 -4.000 5.626
Br -0.125 -4.002 6.082
Br 2.168 -5.455 4.444
Br 2.303 -2.306 4.904
H 2.293 -4.157 6.543
C -2.605 -6.557 4.046
Br -1.736 -5.190 3.012
Br -1.335 -7.827 4.740
Br -3.692 -5.799 5.442
H -3.264 -7.095 3.381
C 3.876 6.413 -1.852
Br 4.867 7.980 -2.366
Br 1.979 6.752 -1.832
Br 4.322 4.900 -2.951
H 4.165 6.169 -0.840
C 3.799 -9.005 6.675
Br 5.033 -7.675 6.032
Br 1.981 -8.368 6.665
Br 3.972 -10.658 5.707
H 4.059 -9.207 7.704
C -2.613 6.752 1.137
Br -2.756 4.968 0.429
Br -0.784 7.222 1.529
Br -3.443 8.042 -0.021
H -3.155 6.763 2.072
```

Molecular formula: C5H12NO
Method: DFT, ωB97M-V/def2-TZVPD

LUMO ... -4.582 eV
Max |F| ... 5.07 eV/Å
Energy relative to the best compared isomer or geometry (same formula, charge and spin) ... 341.14 kJ/mol
Frontier orbital gap ... 9.52 eV
Charge ... +1

XYZ file:
```
19
C5H12NO | OMol25 | ωB97M-V/def2-TZVPD
C 1.627 -0.795 0.893
C 0.934 0.515 0.634
C 0.342 0.475 -0.747
C 1.002 0.845 -1.876
C -2.156 -0.242 -0.928
N -0.863 -0.393 -1.025
H 2.451 -1.135 0.211
H 2.133 -0.562 1.829
H 1.127 -1.763 1.238
H 0.251 0.926 1.379
H 1.764 1.228 0.747
H 1.768 1.795 -1.647
H 0.934 0.820 -2.965
H -2.819 -1.078 -1.132
H -2.560 0.779 -0.518
H -0.495 -1.291 -1.467
H -2.473 -0.582 1.801
H -1.189 0.495 2.104
O -1.777 -0.037 1.467
```

Molecular formula: C2H3F4GaNO5S2
Method: DFT, ωB97M-V/def2-TZVPD

LUMO (alpha / beta) ... -7.757 / -7.627 eV
Max |F| ... 6.17 eV/Å
Frontier orbital gap (alpha / beta) ... 7.43 / 6.44 eV
Charge ... +1

XYZ file:
```
18
C2H3F4GaNO5S2 | OMol25 | ωB97M-V/def2-TZVPD
N 1.391 -0.782 -0.632
S 0.988 0.690 -1.323
O 1.750 2.076 -1.254
O 0.491 0.467 -2.701
S 0.389 -1.458 0.388
O -0.008 -0.254 1.229
O 0.924 -2.822 0.239
C -1.369 -2.124 0.698
F -2.262 -1.265 0.233
F -1.635 -3.279 0.115
F -1.572 -2.297 1.994
Ga 0.314 1.488 1.238
F -0.102 3.154 1.842
C -1.638 3.296 -0.224
O -0.295 2.960 0.092
H -1.670 4.363 -0.462
H -1.922 2.754 -1.137
H -2.316 2.944 0.560
```

Molecular formula: C8H10N2
Method: DFT, ωB97M-V/def2-TZVPD

LUMO ... 0.960 eV
Max |F| ... 6.21 eV/Å
Energy relative to the best compared isomer or geometry (same formula, charge and spin) ... 176.81 kJ/mol
Frontier orbital gap ... 8.89 eV
Structure (SMILES) ... CC1(C)C=Cn2ccnc21

XYZ file:
```
20
C8H10N2 | OMol25 | ωB97M-V/def2-TZVPD
C -1.607 -0.737 1.177
C -0.871 -0.046 -0.058
C -1.726 -0.591 -1.195
C -0.631 1.452 -0.028
C 0.634 1.934 -0.084
N 1.473 0.874 -0.162
C 2.716 0.392 0.043
C 2.702 -0.929 0.067
N 1.419 -1.399 -0.070
C 0.555 -0.417 -0.159
H -1.291 -0.334 2.106
H -1.575 -1.795 1.159
H -2.657 -0.532 1.020
H -1.790 0.034 -2.159
H -2.701 -0.843 -0.932
H -1.177 -1.556 -1.362
H -1.378 2.179 0.167
H 0.850 2.961 -0.063
H 3.618 0.994 0.214
H 3.438 -1.640 0.320
```

Molecular formula: C22H30N5O5
Method: DFT, ωB97M-V/def2-TZVPD

LUMO ... -2.370 eV
Max |F| ... 2.44 eV/Å
Energy relative to the best compared isomer or geometry (same formula, charge and spin) ... 0.00 kJ/mol
Frontier orbital gap ... 8.17 eV
Charge ... +1

XYZ file:
```
62
C22H30N5O5 | OMol25 | ωB97M-V/def2-TZVPD
O 1.656 -2.317 0.768
O -2.863 3.441 3.484
O -7.022 2.217 2.364
O 1.576 -4.370 1.723
O 6.172 -2.829 -3.454
C 2.190 -3.394 1.013
C -3.873 2.955 2.999
C -6.755 2.677 1.271
C -0.747 -0.040 0.085
C 7.927 0.211 -2.383
C 5.342 -5.236 0.009
C 7.643 0.219 -1.015
C 7.429 -0.817 -3.190
C 4.082 -4.961 0.547
C 6.083 -4.217 -0.593
C 4.318 -2.642 -0.101
C 6.866 -0.801 -0.457
C 6.655 -1.842 -2.636
C 3.541 -3.662 0.488
C 5.582 -2.912 -0.642
C 6.370 -1.840 -1.258
N -0.119 -0.211 1.208
N -7.752 2.855 0.398
N -1.685 0.884 0.001
N -4.372 3.515 1.888
N -0.398 -0.805 -0.909
C -4.442 1.699 3.630
C -7.697 3.387 -0.967
C -2.486 1.255 -1.180
C -3.480 2.371 -0.831
C -4.632 1.868 0.062
C -5.305 3.012 0.849
H 0.710 -4.033 1.991
H 6.558 -2.751 -4.340
H 8.535 1.000 -2.816
H 5.745 -6.244 0.051
H 8.032 1.013 -0.384
H 7.651 -0.810 -4.251
H 3.522 -5.774 1.000
H 7.057 -4.432 -1.024
H 3.942 -1.626 -0.165
H 6.660 -0.794 0.610
H -0.314 0.361 2.010
H 0.623 -0.901 1.245
H -8.659 2.595 0.759
H -1.851 1.420 0.839
H -3.947 4.413 1.705
H -0.841 -0.706 -1.802
H 0.349 -1.472 -0.764
H -4.731 0.967 2.884
H -3.700 1.269 4.300
H -5.316 1.975 4.217
H -6.908 2.901 -1.543
H -7.526 4.466 -0.946
H -8.651 3.202 -1.467
H -3.033 0.388 -1.558
H -1.818 1.618 -1.964
H -3.905 2.773 -1.752
H -2.935 3.176 -0.338
H -4.262 1.118 0.758
H -5.369 1.377 -0.575
H -5.425 3.839 0.150
```

Molecular formula: C3H28N6O11
Method: DFT, ωB97M-V/def2-TZVPD

LUMO ... -0.267 eV
Max |F| ... 9.30 eV/Å
Energy relative to the best compared isomer or geometry (same formula, charge and spin) ... 317.83 kJ/mol
Frontier orbital gap ... 8.55 eV
Structure (SMILES) ... NC(N)=O.NC(N)=O.NC(N)=O.O.O.O.O.O.O.O.O

XYZ file:
```
48
C3H28N6O11 | OMol25 | ωB97M-V/def2-TZVPD
N -0.912 -2.077 -2.206
C -1.581 -2.896 -1.386
N -2.413 -3.527 -2.076
O -1.340 -3.099 -0.178
H -0.224 -1.494 -1.752
H -0.962 -1.974 -3.209
H -2.657 -3.077 -2.946
H -3.087 -4.087 -1.573
N 3.380 -4.380 -0.197
C 2.091 -4.328 -0.291
N 1.581 -3.141 -0.054
O 1.431 -5.286 -0.536
H 3.719 -5.325 -0.087
H 3.724 -3.605 0.353
H 2.267 -2.419 0.114
H 0.585 -2.981 -0.008
N 1.098 0.633 1.493
C 0.849 0.653 0.216
N 0.200 1.641 -0.112
O 1.236 -0.201 -0.598
H 0.711 1.416 1.999
H 1.151 -0.308 1.857
H -0.441 1.883 0.631
H -0.119 1.732 -1.066
O 1.494 2.036 -3.347
H 2.179 2.589 -2.971
H 1.904 1.177 -3.445
O -2.502 -0.565 1.569
H -2.655 -0.040 0.784
H -2.124 -1.381 1.242
O 0.205 2.546 3.586
H -0.527 2.656 4.193
H 0.526 3.434 3.434
O -1.185 4.545 0.717
H -1.053 5.117 -0.038
H -2.124 4.361 0.717
O 0.554 1.029 5.781
H 1.208 1.391 6.379
H 0.648 1.547 4.981
O -2.818 0.016 -0.860
H -2.348 0.719 -1.310
H -2.890 -0.680 -1.514
O 1.897 3.850 0.084
H 1.625 2.941 0.211
H 1.082 4.322 -0.090
O -1.189 1.577 -2.446
H -1.825 1.345 -3.123
H -0.371 1.715 -2.922
```

Molecular formula: C21H53IN3O7
Method: DFT, ωB97M-V/def2-TZVPD

LUMO ... 2.588 eV
Max |F| ... 2.32 eV/Å
Energy relative to the best compared isomer or geometry (same formula, charge and spin) ... 65.48 kJ/mol
Frontier orbital gap ... 7.42 eV
Charge ... -1

XYZ file:
```
85
C21H53IN3O7 | OMol25 | ωB97M-V/def2-TZVPD
I -0.803 0.543 0.045
C 2.528 -0.444 -4.604
O 1.696 -1.309 -3.838
C 0.372 -0.825 -3.890
C -0.588 -1.868 -3.331
N -0.211 -2.352 -1.991
C -1.210 -3.403 -1.687
C -1.046 -3.849 -0.240
O 0.300 -4.286 -0.089
C 0.456 -5.140 1.028
H 3.491 -0.951 -4.661
H 2.676 0.522 -4.110
H 2.097 -0.286 -5.595
H 0.045 -0.558 -4.902
H 0.210 0.051 -3.247
H -0.544 -2.744 -3.983
H -1.567 -1.372 -3.290
H -0.439 -1.700 -1.231
H -1.051 -4.287 -2.323
H -2.251 -3.186 -1.978
H -1.760 -4.651 -0.012
H -1.322 -3.069 0.478
H 0.958 -6.053 0.698
H -0.502 -5.410 1.483
H 1.080 -4.664 1.790
C 5.711 -3.015 -2.130
O 4.566 -2.288 -1.856
C 4.804 -1.055 -1.236
C 3.527 -0.362 -0.702
N 2.535 -1.270 -0.138
C 2.713 -1.526 1.314
C 3.829 -2.529 1.578
O 3.724 -3.705 0.806
C 4.531 -4.752 1.234
H 5.398 -3.946 -2.603
H 6.307 -3.305 -1.250
H 6.405 -2.473 -2.791
H 5.229 -0.361 -1.975
H 5.481 -1.213 -0.388
H 3.041 0.191 -1.502
H 3.855 0.382 0.044
H 1.668 -0.729 -0.220
H 1.736 -1.725 1.744
H 3.045 -0.561 1.727
H 3.758 -2.816 2.642
H 4.844 -2.120 1.568
H 4.141 -5.671 0.781
H 4.477 -4.864 2.323
H 5.574 -4.779 0.887
C -8.112 3.853 0.099
O -6.758 3.583 0.227
C -6.413 2.284 0.735
C -4.913 2.112 0.641
N -4.293 1.303 1.688
C -4.487 1.747 3.059
C -3.751 3.100 3.294
O -3.239 3.197 4.632
C -4.233 3.146 5.630
H -8.691 3.086 -0.436
H -8.209 4.807 -0.414
H -8.704 3.917 1.026
H -6.985 1.517 0.207
H -6.781 2.331 1.768
H -4.430 3.095 0.708
H -4.736 1.646 -0.328
H -3.354 1.070 1.398
H -3.972 1.037 3.708
H -5.548 1.749 3.295
H -4.441 3.941 3.158
H -2.865 3.166 2.668
H -5.255 3.137 5.248
H -4.059 4.011 6.276
H -4.146 2.275 6.289
C 2.281 4.083 0.889
C 1.732 4.030 -0.542
C 2.336 5.061 -1.490
O 1.765 2.773 -1.179
H 3.287 3.659 0.983
H 1.644 3.570 1.609
H 2.452 5.088 1.288
H 0.666 4.297 -0.504
H 2.356 6.059 -1.053
H 1.933 5.020 -2.499
H 3.388 4.775 -1.634
H 1.020 2.255 -0.819
```

Molecular formula: C23H55B2O11Pt2S5
Method: DFT, ωB97M-V/def2-TZVPD

LUMO (alpha / beta) ... -4.161 / -5.324 eV
Max |F| ... 6.63 eV/Å
Frontier orbital gap (alpha / beta) ... 7.86 / 6.65 eV
<S²> ... 6.013
Charge ... +1
2S+1 ... 5

XYZ file:
```
98
C23H55B2O11Pt2S5 | OMol25 | ωB97M-V/def2-TZVPD
Pt -2.951 1.199 -1.434
Pt -0.851 0.428 -4.005
B -2.446 3.461 -1.483
H -3.513 3.432 -1.327
H -2.120 2.726 -2.202
H -2.229 4.486 -1.742
H -2.057 3.196 -0.512
B -0.215 2.575 -4.275
H 0.254 2.280 -3.349
H -1.286 2.545 -4.150
H 0.185 3.533 -4.570
H 0.074 1.858 -5.028
C 0.602 0.826 0.266
C 0.186 -0.170 -0.805
C -0.274 -1.381 -0.098
O -0.818 0.262 -1.668
H 1.025 1.718 -0.197
H 1.527 0.556 0.776
H -0.212 1.154 0.912
H 1.050 -0.519 -1.369
H 0.511 -1.666 0.603
H -0.333 -2.155 -0.864
H -1.256 -1.316 0.370
C 1.059 -3.168 2.977
C -0.028 -4.232 2.399
C 0.675 -4.768 1.068
S 2.526 -4.255 1.159
O 2.742 -3.087 0.327
O 3.322 -5.461 1.163
C 2.370 -3.918 2.948
H 0.561 -2.910 3.912
H 1.121 -2.187 2.504
H -0.898 -3.614 2.175
H -0.339 -4.967 3.141
H 0.368 -4.559 0.043
H 0.539 -5.847 1.003
H 3.179 -3.248 3.241
H 2.413 -4.882 3.455
C 2.486 4.176 3.093
C 2.997 2.660 2.929
C 4.079 2.714 1.722
S 3.895 4.160 0.685
O 2.772 4.055 -0.196
O 5.117 4.778 0.214
C 3.319 5.137 2.214
H 2.521 4.578 4.106
H 1.468 4.217 2.707
H 2.222 1.909 3.079
H 3.596 2.453 3.816
H 4.104 1.807 1.118
H 5.050 2.686 2.216
H 2.798 6.054 1.940
H 4.194 5.448 2.785
C 5.121 -0.046 -3.019
C 4.562 1.231 -2.246
C 3.412 1.707 -3.138
S 2.751 0.267 -4.225
O 3.228 0.487 -5.618
O 1.407 -0.075 -3.920
C 3.949 -0.964 -3.395
H 5.996 -0.485 -2.541
H 5.437 0.403 -3.961
H 5.253 2.047 -2.033
H 4.144 0.836 -1.320
H 3.697 2.453 -3.880
H 2.616 2.069 -2.487
H 4.036 -1.842 -4.033
H 3.478 -1.160 -2.431
C -2.420 -0.051 4.669
C -2.248 1.567 4.516
C -3.198 2.224 3.426
S -3.466 0.806 2.233
O -2.827 1.116 0.896
O -4.909 0.445 2.212
C -2.371 -0.362 3.146
H -3.436 -0.224 5.026
H -1.638 -0.563 5.229
H -1.236 1.925 4.328
H -2.287 2.152 5.435
H -2.853 3.077 2.843
H -4.203 2.398 3.813
H -1.375 -0.127 2.771
H -2.609 -1.360 2.778
C -4.690 -4.191 -2.309
C -5.065 -3.233 -3.472
C -5.807 -2.020 -2.783
S -4.920 -1.819 -1.204
O -5.925 -1.718 -0.142
O -3.850 -0.854 -1.308
C -3.972 -3.476 -1.246
H -4.068 -5.014 -2.661
H -5.479 -4.847 -1.941
H -5.610 -3.756 -4.258
H -4.099 -3.038 -3.939
H -6.787 -2.414 -2.517
H -5.889 -1.051 -3.276
H -4.000 -4.013 -0.298
H -2.934 -3.267 -1.508
```